Entry 1:
Molecular formula: C17H28N5RhS3
Method: DFT, wB97M-V/def2-TZVPD

Summary:
E   -61032.79550 eV
E_LUMO   -0.313 hartree
Orbital gap   6.120 eV
F_max   1.1 eV/Å
Multiplicity   1
Net charge   +2

Structure (XYZ):
```
54
Properties=species:S:1:pos:R:3:forces:R:3
Rh -0.287 -0.147 0.346 -0.34 0.04 -0.97
C 1.769 -4.150 -2.524 -0.04 -0.10 0.18
S 2.623 -3.530 -1.046 0.01 0.16 -0.27
C 1.728 -2.062 -0.772 -0.10 -0.14 -0.05
S -0.060 -2.102 -0.747 0.05 -0.11 0.41
N 2.390 -0.996 -0.498 -0.44 0.25 0.29
N 1.541 0.057 -0.144 0.93 -0.15 -0.56
C 2.003 1.248 -0.241 0.01 0.34 0.22
C 1.091 2.348 0.081 0.02 -0.37 -0.24
C 1.473 3.664 0.179 -0.06 0.16 -0.07
C 0.485 4.618 0.431 0.08 -0.01 -0.01
C -0.831 4.214 0.534 -0.06 0.00 -0.07
C -1.138 2.859 0.437 0.10 0.00 -0.10
N -0.196 1.946 0.228 0.01 0.13 0.96
H 2.145 -5.160 -2.670 0.01 0.00 -0.02
H 2.026 -3.536 -3.382 0.00 0.00 0.00
H 0.691 -4.194 -2.379 0.02 -0.02 0.02
H 3.018 1.396 -0.592 0.03 -0.02 0.14
H 2.511 3.944 0.054 -0.02 0.00 -0.01
H 0.750 5.662 0.532 -0.01 -0.01 -0.02
H -1.626 4.928 0.695 0.01 -0.01 0.03
H -2.157 2.506 0.520 0.00 -0.01 0.09
C -4.472 -4.944 1.291 -0.01 0.02 0.02
C -4.826 -3.562 0.747 0.03 -0.06 0.01
C -3.677 -2.561 0.856 0.00 -0.02 0.01
C -3.394 -2.165 2.301 0.09 0.07 -0.04
N -2.286 -1.199 2.403 -0.03 -0.12 -0.30
C -0.993 -1.500 2.565 -0.13 0.08 0.55
S 0.083 -0.097 2.621 -0.12 -0.13 -0.44
N -0.586 -2.734 2.681 0.12 -0.06 0.07
C 0.800 -3.228 2.770 -0.02 -0.01 0.03
C 1.041 -3.936 4.097 -0.03 0.05 -0.01
C 1.005 -3.004 5.306 0.09 0.00 -0.01
C 2.183 -2.033 5.354 -0.04 0.01 -0.01
H -5.294 -5.642 1.139 0.01 0.01 -0.01
H -4.269 -4.933 2.365 -0.01 0.01 -0.02
H -3.596 -5.353 0.781 -0.01 0.01 0.00
H -5.704 -3.166 1.266 0.00 0.00 -0.01
H -5.106 -3.646 -0.303 0.00 -0.01 -0.01
H -3.911 -1.654 0.291 0.00 0.00 0.00
H -2.770 -2.997 0.418 -0.01 0.02 -0.02
H -3.157 -3.035 2.915 -0.05 0.02 0.07
H -4.263 -1.695 2.759 -0.02 0.01 -0.02
H -2.510 -0.217 2.452 -0.03 0.00 0.22
H -1.295 -3.457 2.679 -0.01 -0.01 -0.04
H 1.466 -2.378 2.641 -0.01 0.03 0.00
H 0.944 -3.906 1.927 0.00 0.00 -0.01
H 2.019 -4.420 4.032 -0.01 -0.02 0.01
H 0.306 -4.739 4.208 0.02 -0.01 0.00
H 1.011 -3.617 6.208 -0.02 0.00 0.01
H 0.057 -2.454 5.328 0.00 -0.01 0.02
H 3.131 -2.573 5.326 -0.01 0.00 0.01
H 2.165 -1.443 6.269 -0.01 -0.01 -0.01
H 2.177 -1.329 4.517 0.01 -0.02 0.00
```
Positions in Å, forces in eV/Å.

***

Entry 2:
Molecular formula: C17H28N6NiO6Se
Method: DFT, wB97M-V/def2-TZVPD

Summary:
E   -145692.65737 eV
E_LUMO (spin up / spin down)   -0.011 / -0.034 hartree
Orbital gap (spin up / spin down)   6.365 / 5.700 eV
F_max   4.3 eV/Å
Multiplicity   3
Energy relative to the best compared isomer or geometry (same formula, charge and spin)   0.583 eV

Structure (XYZ):
```
59
Properties=species:S:1:pos:R:3:forces:R:3
O 0.030 -1.679 -6.006 0.40 -0.26 -0.43
H 0.579 -1.741 -6.805 -0.34 0.14 0.46
Ni -0.087 -0.311 -0.938 0.50 -2.27 -0.20
N -0.686 -1.730 0.218 -2.94 -1.95 0.15
N -1.353 -1.207 -2.061 -2.38 -2.07 -0.08
N 1.570 -0.024 0.006 3.57 2.23 0.90
N 1.024 0.487 -2.247 3.05 2.69 -1.22
O -0.047 -2.199 1.264 0.58 0.27 1.26
O 1.767 -0.423 1.288 -0.25 0.01 -0.18
O 0.608 0.563 -3.519 -0.22 0.32 0.29
O -1.488 -0.959 -3.321 -0.14 0.90 -0.22
C -2.299 -1.939 -1.403 1.14 1.83 -1.55
C -1.879 -2.293 -0.097 2.36 1.65 1.20
C 2.447 0.864 -0.495 -2.47 -2.04 2.24
C 2.084 1.215 -1.843 -2.92 -1.26 -1.98
C -2.605 -3.117 0.896 -0.12 -0.65 -0.03
H -2.709 -2.601 1.863 0.18 -0.10 -0.23
H -2.052 -4.049 1.076 -0.19 0.16 0.12
H -3.608 -3.364 0.537 0.21 -0.02 0.12
C -3.640 -2.198 -1.973 -0.29 -0.50 -0.26
H -3.556 -2.670 -2.959 -0.11 0.17 0.13
H -4.235 -1.275 -2.077 0.35 -0.16 -0.07
H -4.198 -2.868 -1.310 0.04 0.09 -0.27
C 3.504 1.498 0.333 0.56 0.02 -0.06
C 2.678 2.337 -2.620 0.33 0.03 -0.25
H 3.838 0.822 1.130 -0.20 0.17 -0.25
H 3.133 2.424 0.803 0.02 -0.29 -0.13
H 4.364 1.767 -0.290 -0.13 0.00 0.14
H 1.998 2.656 -3.419 0.17 -0.21 0.22
H 3.641 2.057 -3.069 -0.19 0.07 0.01
H 2.872 3.191 -1.954 -0.07 -0.24 -0.12
H 1.031 -1.175 1.375 0.18 -0.20 0.24
H -0.267 -0.020 -3.506 0.09 -0.04 -0.51
C 0.682 -2.439 -4.984 0.00 -0.07 -0.10
H -0.081 -2.748 -4.266 0.18 0.11 -0.11
H 1.430 -1.822 -4.471 -0.07 -0.17 0.02
H 1.169 -3.334 -5.398 -0.10 0.18 0.13
O 1.924 -3.070 -1.340 -0.08 0.27 0.67
H 2.390 -2.303 -0.963 -0.25 -0.43 -0.18
H 1.397 -3.406 -0.588 0.26 0.29 -0.41
C -0.234 3.747 1.453 0.05 0.22 -0.11
N -0.591 2.466 2.037 -0.01 -0.24 0.06
C -1.076 1.389 1.356 0.50 0.02 1.10
Se -1.527 1.412 -0.445 -0.75 0.87 0.49
N -1.156 0.372 2.261 -0.42 0.34 -0.33
C -0.815 0.824 3.530 -0.18 -0.26 -0.12
C -0.931 0.205 4.765 0.29 0.39 0.48
C -0.629 0.988 5.894 0.02 0.04 -0.58
C -0.229 2.340 5.757 0.03 -0.08 -0.41
C -0.119 2.947 4.493 -0.07 -0.46 0.20
C -0.433 2.147 3.394 -0.21 0.49 -0.12
H -0.900 4.544 1.811 0.15 -0.24 -0.05
H -0.317 3.676 0.361 -0.01 -0.05 0.37
H 0.802 3.992 1.722 -0.26 -0.06 -0.02
H -1.417 -0.594 2.057 0.24 0.46 -0.26
H -1.254 -0.832 4.804 0.09 0.18 0.27
H -0.705 0.558 6.894 0.01 0.12 -0.37
H -0.014 2.918 6.659 -0.05 -0.19 -0.38
H 0.178 3.983 4.329 -0.10 -0.24 0.34
```
Positions in Å, forces in eV/Å.

***

Entry 3:
Molecular formula: C17H28NNdO2P2
Method: DFT, wB97M-V/def2-TZVPD

Summary:
E   -57502.91454 eV
E_LUMO (spin up / spin down)   -0.357 / -0.341 hartree
Orbital gap (spin up / spin down)   5.706 / 6.198 eV
F_max   2.7 eV/Å
Multiplicity   4
Net charge   +2

Structure (XYZ):
```
51
Properties=species:S:1:pos:R:3:forces:R:3
Nd 0.053 -1.190 0.711 0.12 -2.62 0.51
P -2.576 -0.187 0.116 -0.85 0.41 -1.07
C -2.200 0.259 -1.667 -0.29 0.20 0.27
C -0.805 0.685 -2.083 0.21 -0.22 -0.31
N 0.295 0.333 -1.367 0.30 0.14 0.18
C 1.520 0.766 -1.796 0.30 -0.18 0.28
C 1.674 1.552 -2.931 0.15 -0.16 -0.03
C 0.559 1.866 -3.694 -0.24 -0.26 0.33
C -0.685 1.400 -3.271 0.22 0.41 0.13
C 2.795 0.458 -0.998 0.09 0.08 0.22
P 2.859 -1.104 0.017 0.66 0.69 -0.91
H -1.584 1.648 -3.823 0.08 -0.05 -0.02
H 2.682 1.887 -3.207 -0.54 -0.12 0.07
H 0.659 2.469 -4.589 -0.07 -0.06 0.01
H 3.668 0.412 -1.677 -0.49 0.23 0.22
H 2.985 1.289 -0.288 -0.11 -0.27 -0.35
H -2.555 -0.587 -2.261 0.18 0.00 -0.22
H -2.886 1.110 -1.861 0.35 -0.54 -0.19
H -1.459 -3.189 -2.308 -0.31 -0.21 -0.44
O -2.100 -3.229 -3.040 0.47 0.43 0.65
H -1.607 -2.886 -3.795 -0.09 -0.14 -0.14
H -1.157 -2.720 2.098 0.66 0.93 -0.94
O 0.439 -3.064 -0.121 -0.88 0.51 -0.08
H 0.341 -3.965 -0.490 0.13 0.64 0.47
C 3.450 -2.301 -1.228 -0.37 -0.31 0.17
H 4.471 -2.065 -1.544 -0.18 0.05 0.09
H 3.430 -3.300 -0.777 0.04 0.14 -0.23
H 2.782 -2.283 -2.096 0.12 -0.10 0.17
C 4.337 -0.850 1.050 -0.08 0.01 0.36
H 4.395 -1.685 1.761 0.07 0.24 -0.10
H 5.255 -0.843 0.452 -0.24 0.05 0.02
H 4.254 0.090 1.608 0.04 -0.25 -0.04
C -3.465 1.346 0.512 0.08 0.32 0.81
H -4.413 1.356 -0.039 0.25 0.03 0.05
H -3.678 1.412 1.585 0.00 0.06 -0.21
H -2.849 2.204 0.220 -0.17 -0.11 0.14
C -3.958 -1.368 -0.104 0.13 -0.29 0.17
H -4.312 -1.706 0.880 0.14 0.06 -0.28
H -4.796 -0.881 -0.621 0.28 -0.14 0.01
H -3.609 -2.238 -0.680 -0.22 0.20 0.16
C -0.236 2.446 4.686 0.05 -0.16 -0.24
C -0.296 1.062 4.878 0.09 0.21 -0.54
C -0.260 0.208 3.749 -0.13 -0.72 0.20
C -0.164 0.768 2.492 0.17 1.30 1.70
C -0.090 2.124 2.278 -0.05 0.64 -0.50
C -0.129 2.989 3.400 0.03 -0.64 -0.09
H -0.265 3.113 5.549 -0.02 -0.20 -0.24
H -0.367 0.648 5.891 0.03 0.03 -0.54
H -0.321 -0.873 3.895 -0.04 0.15 0.12
H -0.007 2.541 1.273 -0.04 0.02 0.24
H -0.075 4.072 3.257 -0.01 -0.47 -0.04
```
Positions in Å, forces in eV/Å.

***

Entry 4:
Molecular formula: C17H28NO
Method: DFT, wB97M-V/def2-TZVPD

Summary:
E   -21613.73691 eV
E_LUMO   -0.155 hartree
Orbital gap   6.958 eV
F_max   0.4 eV/Å
Multiplicity   1
Energy relative to the best compared isomer or geometry (same formula, charge and spin)   1.754 eV
Net charge   +1

Structure (XYZ):
```
47
Properties=species:S:1:pos:R:3:forces:R:3
C 2.054 -4.213 0.704 -0.08 0.15 0.04
C 3.153 -3.171 0.595 0.19 0.03 -0.02
O 2.678 -1.913 1.059 -0.33 -0.04 -0.10
C 2.891 -0.827 0.170 0.04 0.00 -0.16
C 2.190 0.393 0.740 0.00 -0.16 0.20
C 0.675 0.444 0.458 0.09 -0.01 -0.02
C -0.209 0.328 1.714 -0.09 -0.02 -0.15
C -0.807 -1.064 1.897 0.21 0.02 0.00
C -1.862 -1.420 0.835 -0.02 -0.10 -0.10
C -3.030 -2.243 1.431 0.26 -0.15 0.22
C -3.244 -3.346 0.480 -0.24 0.03 0.12
N -2.311 -3.419 -0.384 0.16 -0.01 -0.27
C -1.344 -2.302 -0.330 0.09 0.26 -0.04
H 1.505 -4.050 1.634 0.06 -0.10 0.04
H 2.461 -5.224 0.710 -0.02 0.02 -0.04
H 1.348 -4.133 -0.128 0.04 -0.02 -0.01
H 3.504 -3.077 -0.437 -0.01 -0.07 0.04
H 4.011 -3.466 1.206 -0.02 0.03 0.00
H 2.481 -1.089 -0.818 0.06 0.10 0.00
H 3.962 -0.633 0.032 -0.01 -0.07 0.13
H 2.343 0.344 1.822 0.13 0.12 -0.05
H 2.693 1.297 0.394 -0.08 -0.03 -0.09
H 0.446 -0.377 -0.233 -0.08 0.10 0.01
H 0.430 1.358 -0.087 0.03 0.00 0.04
H -1.024 1.057 1.672 0.01 -0.03 0.03
H 0.373 0.572 2.605 0.00 0.05 -0.05
H 0.002 -1.804 1.862 -0.04 0.01 0.08
H -1.255 -1.137 2.891 -0.06 0.04 -0.04
H -2.247 -0.507 0.376 -0.12 0.00 0.22
H -2.694 -2.753 2.348 -0.07 0.06 0.05
H -3.929 -1.701 1.723 -0.01 0.04 -0.23
H -4.054 -4.066 0.503 0.08 -0.11 0.01
H -2.233 -4.165 -1.068 -0.10 0.05 0.03
H -1.388 -1.787 -1.288 0.04 -0.03 -0.04
H -0.329 -2.678 -0.199 -0.10 -0.13 0.15
C 0.147 4.460 -1.075 0.01 -0.02 0.01
C -1.107 3.963 -1.399 0.00 -0.03 0.01
C -1.859 4.566 -2.398 0.01 0.00 -0.01
C -1.352 5.667 -3.075 0.00 0.00 0.00
C -0.097 6.163 -2.752 0.00 0.00 0.00
C 0.653 5.561 -1.751 0.00 0.00 -0.01
H 0.732 3.993 -0.291 0.00 0.01 0.01
H -1.504 3.105 -0.868 -0.01 0.01 0.01
H -2.840 4.182 -2.648 0.00 0.00 0.00
H -1.937 6.139 -3.853 0.00 0.00 0.00
H 0.296 7.023 -3.279 0.00 0.00 0.00
H 1.630 5.952 -1.497 0.00 0.00 0.00
```
Positions in Å, forces in eV/Å.

***

Entry 5:
Molecular formula: C17H28O3
Method: DFT, wB97M-V/def2-TZVPD

Summary:
E   -24223.49094 eV
E_LUMO   0.029 hartree
Orbital gap   10.142 eV
SMILES string   C#CCCC[C@@H]1C(=O)OC[C@@]1(CCC)CCCCOC
F_max   0.5 eV/Å
Multiplicity   1
Energy relative to the best compared isomer or geometry (same formula, charge and spin)   3.119 eV

Structure (XYZ):
```
48
Properties=species:S:1:pos:R:3:forces:R:3
C 0.280 -3.878 0.676 0.05 -0.16 0.04
C 0.831 -3.592 -0.349 -0.07 -0.09 0.07
C 1.492 -3.258 -1.606 0.01 -0.08 -0.03
C 0.574 -2.580 -2.646 0.01 0.06 -0.14
C -0.562 -1.727 -2.091 -0.06 0.15 -0.30
C -0.127 -0.296 -1.705 -0.50 -0.03 0.06
C 1.203 -0.289 -1.003 0.40 -0.02 0.02
O 2.310 -0.110 -1.432 -0.14 -0.12 -0.10
O 0.989 -0.524 0.315 -0.18 0.12 0.00
C -0.424 -0.403 0.590 -0.04 -0.02 0.29
C -0.977 0.380 -0.595 0.16 -0.05 -0.51
C -2.474 0.223 -0.816 -0.14 -0.10 0.41
C -3.313 0.638 0.410 -0.19 0.04 -0.23
C -3.807 -0.534 1.267 0.16 -0.07 0.06
C -0.602 1.903 -0.578 -0.02 -0.03 0.19
C 0.127 2.522 0.633 -0.03 0.21 -0.12
C 1.554 3.030 0.360 0.06 0.06 0.04
C 2.631 2.218 1.047 0.12 -0.10 -0.05
O 2.423 2.314 2.446 -0.17 -0.09 0.03
C 3.068 1.319 3.211 0.12 0.00 0.00
H -0.156 -4.187 1.595 -0.06 0.06 0.02
H 2.364 -2.638 -1.395 -0.02 -0.01 0.04
H 1.856 -4.196 -2.029 0.15 0.08 -0.04
H 0.161 -3.351 -3.297 -0.11 -0.03 0.08
H 1.190 -1.942 -3.285 0.09 -0.11 -0.03
H -1.078 -2.243 -1.281 0.15 -0.01 0.06
H -1.297 -1.603 -2.889 -0.08 -0.06 0.05
H -0.138 0.293 -2.620 0.39 0.15 0.07
H -0.515 0.083 1.558 -0.07 0.04 0.00
H -0.865 -1.399 0.671 0.08 0.00 -0.08
H -2.761 0.822 -1.682 0.09 0.03 -0.04
H -2.721 -0.811 -1.064 0.02 -0.02 -0.03
H -4.179 1.198 0.053 -0.01 0.01 0.03
H -2.741 1.335 1.026 -0.04 0.06 0.01
H -3.816 -1.464 0.696 -0.06 0.00 -0.03
H -3.174 -0.702 2.139 0.02 -0.02 0.00
H -4.822 -0.368 1.626 0.01 0.04 0.08
H -1.532 2.453 -0.719 -0.03 -0.01 -0.04
H -0.007 2.110 -1.471 -0.03 0.01 -0.03
H 0.166 1.849 1.487 0.00 0.00 0.02
H -0.466 3.374 0.967 -0.05 -0.04 0.07
H 1.770 3.046 -0.711 -0.03 -0.02 -0.02
H 1.643 4.061 0.710 0.04 0.01 -0.01
H 2.589 1.172 0.728 0.00 0.08 0.07
H 3.623 2.602 0.778 0.02 0.05 0.02
H 2.359 0.899 3.926 -0.03 0.03 0.02
H 3.443 0.507 2.583 -0.03 -0.02 -0.02
H 3.908 1.744 3.765 0.04 0.01 -0.02
```
Positions in Å, forces in eV/Å.

***

Entry 6:
Molecular formula: C17H29AuN4O7P
Method: DFT, wB97M-V/def2-TZVPD

Summary:
E   -51366.06818 eV
E_LUMO (spin up / spin down)   -0.273 / -0.273 hartree
Orbital gap (spin up / spin down)   3.221 / 3.225 eV
F_max   4.3 eV/Å
Multiplicity   1
Energy relative to the best compared isomer or geometry (same formula, charge and spin)   1.083 eV
Net charge   +1

Structure (XYZ):
```
59
Properties=species:S:1:pos:R:3:forces:R:3
Au 1.115 -1.418 1.622 2.05 0.13 -0.71
N 3.421 -1.649 1.520 -1.64 0.54 0.10
C 4.031 -1.802 2.827 0.01 -0.21 0.92
C 3.477 -3.000 3.573 -0.87 0.08 0.01
C 1.961 -2.828 3.972 3.87 0.24 1.79
O 1.733 -2.697 5.149 -0.94 -0.05 -0.35
O 1.131 -2.917 3.010 -2.85 0.45 -2.54
H 3.636 -2.431 0.910 -0.36 -0.17 -0.12
H 3.646 -0.744 1.069 -0.35 0.30 -0.13
H 3.875 -0.882 3.397 0.07 -0.05 -0.14
H 5.116 -1.946 2.709 -0.15 0.14 -0.26
H 4.026 -3.157 4.500 0.00 0.01 -0.09
H 3.538 -3.893 2.952 0.19 -0.12 -0.05
C -1.303 -4.079 -1.790 -0.02 -0.26 0.10
N -1.386 -2.709 -2.225 0.31 1.10 1.12
C -1.416 -2.522 -3.651 0.12 0.04 -0.28
P -1.543 -1.488 -1.079 -2.02 0.45 -3.06
O -0.786 -1.804 0.147 1.39 -0.36 2.21
N -1.123 -0.133 -1.974 -0.09 -1.06 1.13
C -1.799 1.141 -1.897 -0.16 0.18 -0.01
C 0.261 -0.062 -2.390 0.18 0.03 -0.28
N -3.174 -1.313 -0.765 1.41 -0.04 0.26
C -4.130 -1.262 -1.844 -0.10 -0.04 -0.13
C -3.733 -1.462 0.554 -0.09 0.21 0.36
H -0.406 -4.551 -2.198 0.06 -0.08 0.06
H -2.168 -4.650 -2.140 -0.02 -0.04 0.08
H -1.261 -4.111 -0.703 0.00 -0.18 -0.02
H -0.480 -2.875 -4.092 0.05 0.01 -0.13
H -1.542 -1.470 -3.886 -0.01 -0.03 -0.12
H -2.231 -3.092 -4.101 -0.09 0.00 -0.02
H -2.743 1.038 -1.369 -0.03 0.03 -0.02
H -1.994 1.516 -2.904 -0.03 0.05 0.01
H -1.183 1.875 -1.373 0.00 0.05 0.01
H 0.737 -1.028 -2.223 0.13 0.01 -0.13
H 0.809 0.697 -1.826 -0.03 0.00 -0.01
H 0.321 0.187 -3.451 0.11 -0.02 -0.05
H -3.620 -1.067 -2.783 -0.08 0.03 -0.12
H -4.847 -0.461 -1.657 -0.02 0.06 -0.08
H -4.689 -2.198 -1.930 0.02 -0.05 -0.03
H -2.927 -1.593 1.272 -0.14 -0.06 0.08
H -4.415 -2.315 0.602 0.08 -0.07 0.02
H -4.303 -0.567 0.822 -0.03 0.01 0.09
O 3.137 0.868 0.662 0.22 -0.63 0.08
C 1.961 1.212 0.683 1.42 2.11 -0.10
O 0.946 0.432 0.738 -1.22 -2.34 0.54
C 1.616 2.674 0.668 0.36 -0.32 0.06
C 2.651 3.612 0.705 -0.12 -0.64 -0.09
C 2.397 4.973 0.792 -0.43 0.36 0.06
C 1.072 5.356 0.841 -0.41 -1.00 -0.10
O 0.536 6.591 0.928 0.76 0.02 0.00
C -0.863 6.427 0.959 -1.03 1.12 0.10
O -1.160 5.051 0.885 -0.24 -0.50 -0.04
C 0.029 4.405 0.808 0.85 0.15 -0.07
C 0.275 3.057 0.721 -0.36 0.58 0.16
H 3.665 3.243 0.679 0.04 0.05 -0.01
H 3.188 5.702 0.842 0.11 0.06 -0.03
H -1.312 6.958 0.106 0.15 -0.21 0.15
H -1.259 6.847 1.896 0.12 -0.18 -0.17
H -0.508 2.316 0.735 -0.13 0.08 0.00
```
Positions in Å, forces in eV/Å.